Below is one molecule with the formula C5H7NO, with properties calculated with wB97M-V/def2-TZVPD.

Element x y z (Å)
H -0.538 2.728 0.825
H -0.752 -2.074 0.237
H -1.137 2.048 -0.792
C -0.619 1.888 0.140
H 1.517 -0.182 -0.578
H 0.810 -1.893 1.068
C 0.298 -1.803 0.107
H -0.190 1.208 2.257
N -0.704 -0.115 -2.774
C -0.028 0.745 0.490
H 0.752 -2.507 -0.596
C -0.193 -0.224 -1.743
C 0.443 -0.370 -0.427
O 0.341 0.549 1.786

HOMO energy: -0.3452 Ha
LUMO level: 0.6909 eV

---

Below is C5H7NO as an isolated structure, with properties calculated with wB97M-V/def2-TZVPD.

Element x y z (Å)
H -1.108 -0.215 1.414
C -0.522 -0.982 -0.580
H -0.930 -1.705 -1.303
C 1.581 -0.649 0.348
C -1.483 -0.412 0.412
N 0.829 -1.383 -0.249
H 2.618 -0.878 0.641
H -0.501 1.713 -0.171
H 2.080 1.660 -0.302
H -2.521 -0.736 0.383
C -0.970 0.531 -0.653
O 1.199 0.540 1.011
H -1.650 0.666 -1.501
C 1.277 1.738 0.463

HOMO energy: -0.3269 Ha
LUMO level: 0.2048 eV

---

Below is one molecule with the formula C5H7NO, with properties calculated with wB97M-V/def2-TZVPD.

Element x y z (Å)
C 0.173 0.646 -0.961
H 1.482 -1.301 1.695
N -1.929 0.050 0.022
H 2.222 0.194 1.102
C -0.849 -0.658 0.640
C 1.654 -0.695 0.800
O -1.968 1.261 -1.983
H -1.111 -1.358 1.428
H 0.552 1.665 -0.790
H -2.133 0.748 0.734
C 0.353 -0.292 0.205
H 0.635 0.282 -1.883
H 2.267 -1.263 0.096
C -1.347 0.724 -1.104

HOMO energy: -0.3301 Ha
LUMO level: 0.7563 eV

---

Below is a 2-piece molecular cluster, C5H7NO overall, with properties calculated with wB97M-V/def2-TZVPD.

Element x y z (Å)
N -1.812 1.364 0.238
C 1.356 0.092 -0.354
H 0.721 -0.885 -2.731
H -0.775 -1.520 -2.013
C -0.196 -0.610 -2.205
H 2.169 -0.456 -0.821
C -0.931 0.808 -0.270
H -0.793 0.033 -2.858
H -1.148 0.903 2.819
C 0.147 0.096 -0.919
H 1.561 0.606 0.578
H -0.732 -0.921 2.962
O 0.804 0.371 2.732
C -0.371 0.120 2.843

HOMO energy: -0.3749 Ha
LUMO level: 0.6516 eV

---

Below is C5H7NO as an isolated structure, with properties calculated with wB97M-V/def2-TZVPD.

Element x y z (Å)
H -0.435 -1.097 -1.729
C -1.475 -0.476 0.225
H 0.377 1.532 -1.125
H -1.449 1.726 0.597
H -1.647 -1.269 0.956
C 1.490 -0.066 -0.046
H 3.248 -0.668 0.170
H -2.399 -0.288 -0.331
C -0.814 0.844 0.707
H -0.418 0.831 1.724
N 2.711 0.197 0.079
C 0.264 0.716 -0.414
O 0.853 -1.293 -0.085
C -0.305 -0.688 -0.727

HOMO energy: -0.3666 Ha
LUMO level: 0.9986 eV

---

Below is one molecule with the formula C5H7NO, with properties calculated with wB97M-V/def2-TZVPD.

Element x y z (Å)
H 2.382 -1.281 -0.988
O -0.119 -2.271 -0.037
H -2.009 1.564 0.050
H 0.336 1.186 1.577
H -2.639 0.055 -0.631
H -0.284 0.581 -1.335
N 1.589 -0.689 -0.770
C 0.582 0.757 0.619
C -0.472 0.198 -0.318
C 1.763 0.223 0.283
H 2.712 0.299 0.803
H -2.150 0.129 1.081
C 0.196 -1.173 -0.382
C -1.910 0.471 0.072

HOMO energy: -0.3149 Ha
LUMO level: 1.0484 eV

---

Below is C5H7NO2 as an isolated structure, with properties calculated with wB97M-V/def2-TZVPD.

Element x y z (Å)
H 3.163 -0.770 1.153
N 1.358 1.438 -0.021
H -3.862 -0.603 0.145
H -0.206 -1.637 -0.290
H -2.650 0.987 -0.667
O -2.645 -0.751 -0.072
C 2.821 -0.666 -0.042
C -2.211 0.554 0.025
H 2.842 -1.697 -0.338
C -0.742 0.543 -0.016
C 0.245 -0.429 0.016
C 1.467 0.159 -0.075
H -2.711 1.142 0.756
O 0.010 1.648 -0.073
H 3.121 0.082 -0.500

HOMO energy: -0.3456 Ha
LUMO level: 0.0231 eV

---

Below is one molecule with the formula C5H7NO2, with properties calculated with wB97M-V/def2-TZVPD.

Element x y z (Å)
H 1.588 0.901 -0.225
C -0.537 0.574 -0.865
C 1.142 -1.293 -0.608
H 2.193 -1.469 -0.087
C 0.831 0.153 -0.719
H -1.482 -0.066 -1.026
H 0.629 -1.933 -1.582
H -1.976 1.906 0.155
O 0.302 0.584 -1.955
N -0.358 -0.684 1.647
C -0.871 1.661 0.373
H -0.161 2.566 0.443
O 0.370 -1.514 0.860
H -1.468 0.781 2.413
C -0.931 0.496 1.342

HOMO energy: -0.3376 Ha
LUMO level: 0.9087 eV

---

Below is C5H7NO2 as an isolated structure, with properties calculated with wB97M-V/def2-TZVPD.

Element x y z (Å)
H -0.117 2.892 0.621
H -1.349 -2.085 -2.500
N 0.136 -0.087 1.041
H 1.845 2.161 0.890
C 0.183 0.816 -0.055
C -0.175 -1.412 0.495
O -0.082 -2.419 1.396
C 0.871 2.086 0.217
C -0.400 0.168 -1.166
H 1.333 2.604 -0.931
H -0.739 -1.944 2.651
H 0.839 -0.028 1.821
C -0.585 -1.146 -0.804
H -0.502 0.524 -2.165
O -1.258 -2.129 -1.511

HOMO energy: -0.2650 Ha
LUMO level: -0.7070 eV

---

Below is one molecule with the formula C5H7NO2, with properties calculated with wB97M-V/def2-TZVPD.

Element x y z (Å)
C -0.806 -0.576 -0.060
H 2.765 -0.547 1.417
C 2.879 -0.142 0.357
O 3.921 -0.166 -0.209
H -3.941 0.891 0.131
C 1.685 0.590 -0.282
H 0.691 -1.166 -0.948
H -1.449 1.229 0.865
C -1.826 0.460 0.305
H 1.884 0.813 -1.316
C -3.110 0.177 0.144
N 0.555 -0.415 -0.311
H -3.315 -0.754 -0.459
O -1.217 -1.762 -0.062
H 1.284 1.369 0.428

HOMO energy: -0.3591 Ha
LUMO level: 0.4227 eV

---

Below is one molecule with the formula C5H7NO2, with properties calculated with wB97M-V/def2-TZVPD.

Element x y z (Å)
C 1.120 -0.057 -0.981
H 0.213 1.743 1.971
H 0.476 -1.060 1.969
H 0.928 -0.032 -2.202
O -0.209 -2.162 -1.647
C 0.133 1.721 0.823
C -0.741 0.621 0.128
H 2.061 -0.508 -0.907
N 0.671 0.707 0.074
C 0.019 -1.272 -0.854
H -1.385 0.831 -0.865
O -0.373 -1.274 1.615
C -0.856 -0.784 0.404
H -0.029 2.572 0.250
H -2.027 -1.044 0.223

HOMO energy: -0.3182 Ha
LUMO level: 0.5244 eV

---

Below is a 2-piece molecular cluster, C5H7NO2 overall, with properties calculated with wB97M-V/def2-TZVPD.

Element x y z (Å)
H 1.687 0.777 1.403
H -0.844 -1.151 -0.445
C -1.628 -0.381 -0.455
H -2.328 -0.608 1.601
O -1.296 1.243 -2.277
H -2.838 0.833 0.866
O 1.401 -1.377 -1.884
C -1.496 0.435 -1.435
N 2.628 0.136 -0.536
H 3.040 -0.262 1.449
H 3.194 1.387 0.850
C -2.649 -0.200 0.690
H -3.519 -0.660 0.496
C 2.639 0.541 0.821
C 2.008 -0.712 -1.143

HOMO energy: -0.3298 Ha
LUMO level: 0.5248 eV

---

Below is one molecule with the formula C5H7NO2, with properties calculated with wB97M-V/def2-TZVPD.

Element x y z (Å)
C 0.557 -0.314 1.485
C -1.157 2.108 -0.502
O 0.443 -2.390 -0.821
H -1.870 -0.154 -0.433
N 1.430 -0.051 -0.825
H 1.809 0.921 -0.530
C 0.297 -0.200 0.026
H -1.612 3.191 -0.189
H 1.132 -1.195 1.583
O -1.781 -1.279 -0.546
C -0.416 -1.438 -0.512
C -0.654 1.001 -0.186
H -0.722 -0.453 1.642
H 1.180 0.676 1.547
H 1.364 -0.424 -1.739

HOMO energy: -0.3470 Ha
LUMO level: 0.4125 eV

---

Below is C5H7NO2 as an isolated structure, with properties calculated with wB97M-V/def2-TZVPD.

Element x y z (Å)
H -1.683 -0.669 -2.028
H -3.384 -0.447 -1.595
C -2.387 0.008 -1.545
H -2.661 -0.229 1.840
C -1.949 0.000 1.069
O 0.764 -0.641 -1.328
H -2.389 0.955 -2.083
H 4.663 -0.051 1.204
H 3.155 0.850 1.789
C 1.121 -0.134 -0.329
O 0.771 0.224 0.805
H -0.597 -0.014 1.285
C -2.022 0.221 -0.165
C 3.599 0.166 1.048
N 3.001 -0.240 0.033

HOMO energy (spin up / spin down): -0.2559 / -0.2558 Ha
LUMO level (spin up / spin down): -1.7128 / -1.7152 eV

---

Below is C5H7NO2 as an isolated structure, with properties calculated with wB97M-V/def2-TZVPD.

Element x y z (Å)
C 0.461 1.561 0.020
O 2.360 -0.153 0.135
H -3.182 -0.433 1.226
O 0.648 -1.787 0.050
H -1.659 2.055 1.662
C 0.064 -0.492 -0.169
N -0.840 1.393 -0.360
H -2.373 -1.686 0.250
C 1.014 0.354 -0.105
C -1.210 -0.035 -0.334
H 1.666 -1.855 -0.357
H 1.036 2.480 0.284
H -3.381 -0.329 -0.555
C -2.521 -0.596 0.214
H 2.861 0.784 0.772

HOMO energy: -0.3018 Ha
LUMO level: -2.6478 eV

---

Below is one molecule with the formula C5H7NO3, with properties calculated with wB97M-V/def2-TZVPD.

Element x y z (Å)
C -1.096 -0.118 0.005
O 1.744 0.972 0.848
C 0.035 0.528 -2.116
C 1.312 0.199 0.017
H -0.977 0.739 2.879
H -2.038 -0.872 -1.502
H 0.592 0.439 2.406
H -1.487 -1.375 1.598
C -0.822 -0.571 1.288
H 0.940 0.878 -2.583
N -0.363 0.108 2.387
H 3.066 -0.387 -0.429
H -0.797 0.280 -2.759
O 2.152 -0.616 -0.663
C -0.027 0.394 -0.778
O -2.233 -0.599 -0.597

HOMO energy (spin up / spin down): -0.3027 / -0.3027 Ha
LUMO level (spin up / spin down): 0.0205 / 0.0201 eV

---

Below is one molecule with the formula C5H7NO3S2, with properties calculated with wB97M-V/def2-TZVPD.

Element x y z (Å)
C -1.397 0.812 -0.411
O -0.319 -0.643 2.798
H -1.947 1.678 0.188
S 2.773 -1.014 -2.751
H 0.431 0.851 -1.842
O 1.125 -1.042 0.496
C 1.231 0.419 0.362
N 2.645 0.689 -0.194
H -2.637 -0.410 1.060
O -0.517 -2.853 1.660
H 1.213 0.961 1.422
C 0.190 1.099 -0.705
S -0.336 -1.312 1.370
H -2.054 -1.426 -0.486
H -1.930 0.772 -1.475
H 0.336 2.280 -0.610
C 2.915 -0.245 -1.203
C -1.723 -0.618 0.321

HOMO energy: -0.3615 Ha
LUMO level: -1.2322 eV

---

Below is one molecule with the formula C5H7NOS, with properties calculated with wB97M-V/def2-TZVPD.

Element x y z (Å)
C -2.049 -0.604 -0.681
S 2.054 -1.650 -0.095
H -0.732 1.725 -0.181
C -0.114 0.782 -0.171
H -2.497 0.244 -1.327
H 1.546 1.983 -0.083
C 1.188 0.999 -0.132
N -0.774 -0.468 -0.130
O 3.506 0.454 0.053
H -2.303 -1.615 -1.132
C 2.209 -0.026 -0.046
H -2.072 -1.335 1.583
C -1.898 -0.503 0.814
H 4.059 -0.457 0.295
H -2.125 0.472 1.233

HOMO energy: -0.3048 Ha
LUMO level: -0.2363 eV

---

Below is one molecule with the formula C5H7NOS, with properties calculated with wB97M-V/def2-TZVPD.

Element x y z (Å)
N -1.252 -1.589 -0.552
O 1.437 0.868 -0.135
S 1.303 3.308 1.230
C 0.347 0.519 1.468
H -1.731 0.684 -0.482
H -0.763 0.343 1.388
H 0.559 0.245 2.610
C 0.936 -0.311 0.403
H -1.490 -2.125 -1.369
C 1.046 1.773 0.791
H -1.534 -0.356 -2.153
C 0.076 -0.814 -0.856
H 1.661 -1.273 0.564
H 0.638 -1.047 -1.814
C -1.232 -0.226 -1.093

HOMO energy: -0.3333 Ha
LUMO level: 0.3598 eV

---

Below is one molecule with the formula C5H7NOS, with properties calculated with wB97M-V/def2-TZVPD.

Element x y z (Å)
H -0.204 2.529 0.479
H -0.506 1.847 -1.175
C -1.805 -0.651 -0.067
H -0.539 0.245 1.458
C 1.750 0.038 -0.109
C -0.837 0.392 0.386
S 3.369 -0.163 -0.026
H -2.139 -1.313 0.728
N -0.450 -0.649 -0.537
H 0.798 -1.600 0.905
C 0.804 -1.189 -0.090
C -0.176 1.621 -0.162
H 1.223 -1.905 -0.788
H -2.545 -0.480 -0.819
O 1.256 1.279 -0.184

HOMO energy: -0.3130 Ha
LUMO level: 0.6576 eV